(1)
# C6H10N2O3

C6H10N2O3 in the gas phase (wB97M-V/def2-TZVPD, OMol25).

Frontier orbital gap = 9.9 eV
HOMO = -9.240 eV
Charge = 0
Structure (SMILES) = NC(=O)CN1C[C@H](O)CC1=O
F_max = 0.21137 hartree/bohr
LUMO = 0.68 eV
Energy = -569.7377 Eh

Structure (XYZ):
```
21
Properties=species:S:1:pos:R:3:forces:R:3:mulliken_charge:R:1
N 1.474 1.923 0.944 3.86 4.34 -4.27 -0.289
C 0.685 1.406 1.796 2.51 -5.07 -1.80 0.287
O 0.242 2.028 2.624 -5.10 5.61 7.79 -0.562
C 0.558 -0.036 1.713 -0.40 -3.12 1.49 -0.556
N 0.007 -0.218 0.364 8.23 -1.85 4.67 0.490
C -1.206 -0.065 -0.036 -6.83 -2.50 1.74 -0.730
C -0.980 -0.397 -1.487 -8.39 5.46 -1.18 0.125
O -2.203 -0.746 -2.066 -2.64 -2.31 -0.91 -0.577
C 0.133 -1.096 -1.797 2.50 -4.98 5.04 -0.660
C 0.876 -0.879 -0.425 -0.23 0.50 -3.45 0.357
O 2.018 -1.132 -0.193 1.56 -0.63 0.50 -0.632
H 1.699 2.914 1.023 -0.56 -0.38 0.36 0.258
H 2.102 1.525 0.302 0.27 -1.44 -0.64 0.175
H -0.144 -0.429 2.613 1.44 0.78 -2.35 0.258
H 1.646 -0.566 1.768 -2.85 1.23 -0.20 0.341
H -1.906 -0.969 0.633 1.15 1.82 -2.13 0.249
H -1.746 0.828 0.368 0.60 -0.19 -1.29 0.284
H -0.986 0.575 -1.983 0.99 0.62 0.23 0.156
H -2.708 -1.542 -1.718 1.50 1.29 -0.14 0.340
H -0.106 -2.165 -1.758 0.02 -0.30 -0.02 0.248
H 0.547 -0.958 -2.686 2.35 1.12 -3.43 0.440
```
Positions in Å, forces in eV/Å.

(2)
# C6H10N2O3S

2 unconnected molecules or ions with the total composition C6H10N2O3S (wB97M-V/def2-TZVPD, OMol25).

Frontier orbital gap = 8.7 eV
HOMO = -9.063 eV
Charge = 0
Structure (SMILES) = N=[S@](N)(=O)O.O=C1C=CC=CC1
F_max = 0.08865 hartree/bohr
LUMO = -0.34 eV
Energy = -967.9271 Eh

Structure (XYZ):
```
22
Properties=species:S:1:pos:R:3:forces:R:3:mulliken_charge:R:1
N -1.259 -0.269 1.101 -1.24 -0.12 -0.54 -0.657
S -2.351 -0.340 0.026 0.13 -0.04 -0.02 1.193
N -3.793 -0.621 0.671 -4.24 0.20 0.80 -0.650
O -2.275 -1.151 -1.164 0.55 0.28 0.55 -0.619
O -2.670 1.143 -0.349 -3.33 -1.08 1.57 -0.465
H -0.684 -1.092 1.192 -0.16 -0.39 -0.15 0.232
H -4.747 -0.206 0.257 3.38 -1.23 0.52 0.297
H -3.830 -0.419 1.663 0.38 -0.09 -0.03 0.283
H -1.933 1.467 -0.763 3.59 1.94 -2.04 0.451
O -0.301 1.419 -0.979 1.29 -0.30 -0.51 -0.806
C 0.649 0.760 -0.554 -0.88 0.47 0.52 0.287
C 1.486 1.349 0.491 -1.20 1.95 -1.40 -0.242
C 2.583 0.803 0.990 -0.83 0.27 0.25 -0.568
C 2.973 -0.449 0.440 1.23 -1.99 0.85 -0.272
C 2.355 -1.068 -0.575 1.40 1.17 -0.73 -0.695
C 1.069 -0.534 -1.111 1.18 -1.58 -2.13 0.157
H 1.176 2.396 0.499 0.27 -0.13 1.21 0.327
H 3.133 1.338 1.751 0.36 -0.19 -0.06 0.409
H 3.810 -0.966 0.918 0.17 0.35 -0.48 0.361
H 2.987 -1.744 -1.189 -1.11 -0.25 0.77 0.336
H 1.142 -0.344 -2.221 0.06 -0.25 0.84 0.341
H 0.482 -1.473 -1.095 -0.99 1.01 0.21 0.299
```
Positions in Å, forces in eV/Å.

(3)
# C6H10N2O5

2 unconnected molecules or ions with the total composition C6H10N2O5 (wB97M-V/def2-TZVPD, OMol25).

Frontier orbital gap = 9.8 eV
HOMO = -9.684 eV
Charge = 0
Structure (SMILES) = CO[C@@H](C(C)=O)[N+](=O)[O-].CC#[N+][O-]
F_max = 0.08268 hartree/bohr
LUMO = 0.13 eV
Energy = -720.0862 Eh

Structure (XYZ):
```
23
Properties=species:S:1:pos:R:3:forces:R:3:mulliken_charge:R:1
C -0.750 -2.144 2.250 -2.20 0.35 0.77 -0.635
O 0.218 -1.428 1.489 0.36 -0.79 1.41 -0.434
C -0.073 -0.873 0.308 0.42 -0.51 0.46 0.059
C -1.021 -1.647 -0.561 -1.88 0.22 -1.26 0.701
C -0.739 -1.625 -2.047 2.91 2.44 1.91 -0.989
O -1.982 -2.202 -0.094 -0.13 -0.20 0.06 -0.563
N -0.514 0.578 0.481 -0.39 0.52 -0.52 0.980
O -0.295 1.197 1.496 0.07 -0.61 -0.06 -0.614
O -1.013 1.053 -0.522 -0.34 0.08 0.01 -0.540
H -0.343 -2.271 3.257 0.41 -0.39 -0.48 0.305
H -1.110 -3.077 1.754 0.79 0.60 0.62 0.264
H -1.714 -1.571 2.472 1.23 -0.28 -0.72 0.255
H 0.834 -0.839 -0.269 0.57 0.63 0.00 0.247
H -0.201 -0.580 -2.192 -0.70 -2.62 -0.36 0.213
H -1.604 -1.657 -2.592 -2.33 -0.10 -1.20 0.420
H -0.169 -2.526 -2.258 0.61 0.24 -0.33 0.276
C 1.406 3.687 -0.019 -0.53 -0.80 0.69 -1.141
C 1.485 2.499 -0.760 0.08 -2.01 -1.38 0.489
N 1.646 1.434 -1.149 0.28 1.61 0.45 0.534
O 1.839 0.325 -1.555 0.36 -1.66 -1.01 -0.741
H 0.626 4.272 -0.385 -0.89 1.57 -0.69 0.313
H 2.381 4.055 -0.042 1.29 1.51 0.36 0.334
H 1.094 3.341 0.938 0.01 0.19 1.26 0.267
```
Positions in Å, forces in eV/Å.

(4)
# C6H10N2OP

A gas-phase ion, C6H10N2OP (charge +1) (wB97M-V/def2-TZVPD, OMol25).

Frontier orbital gap = 7.7 eV
HOMO = -12.543 eV
Charge = +1
F_max = 0.11204 hartree/bohr
LUMO = -4.81 eV
Energy = -760.3540 Eh

Structure (XYZ):
```
20
Properties=species:S:1:pos:R:3:forces:R:3:mulliken_charge:R:1
C -1.000 0.483 -1.626 -1.69 2.53 1.78 -0.479
C -0.114 -0.446 -1.890 -0.01 -1.23 -2.01 -0.162
C -1.562 1.119 0.471 -3.16 -1.75 4.49 0.746
C -0.062 -1.728 1.505 -0.52 -0.36 -2.06 -0.912
C 0.152 2.481 -0.459 0.99 2.55 2.75 -0.862
C 1.414 -1.621 1.130 0.33 0.13 0.25 -0.577
N -0.727 1.370 -0.374 0.24 -1.28 -4.11 0.065
N 0.927 -0.743 -1.195 0.00 0.07 -0.33 -0.112
O -2.278 0.789 1.329 1.32 0.96 -2.05 -0.290
P 1.933 -0.397 -0.103 0.86 -0.51 0.88 0.018
H -1.947 0.636 -2.118 0.14 0.25 0.07 0.468
H -0.400 -0.937 -2.824 0.61 -0.50 0.15 0.352
H -0.165 -2.782 1.792 -0.56 0.70 1.08 0.343
H -0.425 -0.881 2.111 0.34 -1.02 0.50 0.236
H -0.720 -1.701 0.609 0.48 0.04 0.13 0.207
H -0.335 3.376 -0.863 0.03 -0.38 -0.17 0.327
H 0.451 2.739 0.629 -0.22 -0.27 -1.75 0.357
H 1.037 2.235 -1.010 0.25 -0.27 -0.35 0.366
H 1.887 -2.566 0.858 -0.33 -0.26 -0.47 0.430
H 1.934 -1.427 2.027 0.89 0.58 1.24 0.480
```
Positions in Å, forces in eV/Å.

(5)
# C6H10N2OS

C6H10N2OS in the gas phase (wB97M-V/def2-TZVPD, OMol25).

Frontier orbital gap = 8.8 eV
HOMO = -8.204 eV
Charge = 0
Structure (SMILES) = CCCC(=C=NN)SC=O
F_max = 0.09581 hartree/bohr
LUMO = 0.56 eV
Energy = -817.4127 Eh

Structure (XYZ):
```
20
Properties=species:S:1:pos:R:3:forces:R:3:mulliken_charge:R:1
C -1.720 1.206 0.535 0.92 0.94 -0.83 -0.761
C -1.646 -0.286 0.694 -1.73 -1.62 2.39 -0.458
C -0.717 -1.099 -0.243 0.20 1.68 0.32 -0.961
C 0.670 -0.542 -0.277 4.01 2.68 -1.04 0.228
C 1.244 0.601 -0.833 -0.68 -1.46 1.35 0.154
N 1.935 1.515 -1.324 -2.20 -2.88 0.35 -0.148
N 2.083 2.800 -0.943 3.22 1.57 -1.20 -0.477
S 1.845 -1.808 0.398 -0.30 0.16 0.39 -0.168
C 3.507 -1.447 0.981 0.75 0.80 -1.35 0.131
O 4.251 -0.496 0.855 -1.42 -1.05 0.54 -0.450
H -1.825 1.822 1.413 -0.29 -0.44 0.86 0.311
H -2.608 1.376 -0.042 -0.12 0.79 -0.78 0.254
H -0.808 1.684 0.108 -0.69 -0.56 -0.36 0.095
H -1.569 -0.504 1.806 1.00 -0.13 -1.25 0.266
H -2.709 -0.663 0.600 1.04 0.16 -0.49 0.352
H -0.600 -2.140 0.003 -0.47 -0.42 0.36 0.549
H -1.080 -1.050 -1.250 -0.56 -0.01 -0.65 0.291
H 2.989 3.064 -1.529 -2.59 0.05 2.23 0.297
H 2.147 3.049 0.071 0.08 -0.78 -1.04 0.253
H 3.856 -2.464 1.304 -0.17 0.53 0.18 0.244
```
Positions in Å, forces in eV/Å.

(6)
# C6H10N2OS2

C6H10N2OS2 in the gas phase (wB97M-V/def2-TZVPD, OMol25).

Frontier orbital gap = 9.7 eV
HOMO = -9.080 eV
Charge = 0
Structure (SMILES) = CC1(C)N=NC2(O1)SCCS2
F_max = 0.06213 hartree/bohr
LUMO = 0.60 eV
Energy = -1215.6799 Eh

Structure (XYZ):
```
21
Properties=species:S:1:pos:R:3:forces:R:3:mulliken_charge:R:1
C -2.588 -0.973 -0.429 0.44 -1.11 0.22 -1.363
C -1.095 -0.874 -0.735 -1.25 -1.21 -1.56 0.866
C -0.809 -1.725 -1.992 -2.56 1.80 -0.26 -1.103
N -0.896 0.537 -1.193 -1.22 -0.63 -0.76 -0.366
N -0.094 1.103 -0.501 0.70 0.26 1.11 -0.153
C 0.425 0.130 0.497 0.91 0.64 0.73 0.723
O -0.240 -1.063 0.346 -0.32 0.41 0.25 -0.437
S 0.202 0.888 2.160 0.95 0.34 -0.64 -0.159
C 1.646 2.028 1.841 -0.32 -2.14 -0.36 -0.699
C 2.769 1.067 1.304 -1.69 -1.13 2.46 -0.607
S 2.164 -0.068 -0.016 0.32 0.76 1.48 -0.159
H -2.811 -0.446 0.477 -0.31 0.37 0.43 0.338
H -2.955 -2.014 -0.363 0.45 0.37 0.20 0.338
H -3.087 -0.550 -1.275 -0.52 0.51 -0.33 0.403
H 0.226 -1.805 -2.232 0.69 0.23 -0.39 0.271
H -1.426 -0.954 -2.622 1.58 -2.06 -0.30 0.354
H -1.305 -2.711 -2.056 0.25 0.55 0.42 0.298
H 1.823 2.664 2.719 0.37 -0.59 -0.23 0.418
H 1.421 2.624 0.998 -0.72 1.01 -0.67 0.320
H 3.491 1.665 0.898 2.23 1.34 -0.99 0.422
H 3.139 0.477 2.173 0.03 0.28 -0.82 0.294
```
Positions in Å, forces in eV/Å.

(7)
# C6H10N2S

2 unconnected molecules or ions with the total composition C6H10N2S (wB97M-V/def2-TZVPD, OMol25).

Frontier orbital gap = 8.5 eV
HOMO = -8.314 eV
Charge = 0
F_max = 0.08711 hartree/bohr
LUMO = 0.19 eV
Energy = -742.2259 Eh

Structure (XYZ):
```
19
Properties=species:S:1:pos:R:3:forces:R:3:mulliken_charge:R:1
C 2.377 -1.688 -0.510 0.68 -1.00 -0.91 -0.357
C 1.781 -2.045 -1.684 0.32 0.67 0.17 -0.415
C 0.464 -0.462 -0.652 0.46 -0.49 -0.26 -0.680
C -1.566 -0.196 1.540 -0.75 -2.47 -1.53 -1.351
C -0.930 2.049 0.783 -1.40 1.54 3.18 -1.172
C -0.698 0.915 1.686 1.75 1.15 0.76 0.707
N 1.591 -0.752 0.091 -1.23 0.09 -0.99 0.288
N 0.620 -1.306 -1.722 -1.40 0.77 -1.19 0.039
S 0.640 0.857 2.623 -0.16 0.28 0.65 -0.334
H 3.298 -2.082 -0.119 0.08 0.22 0.18 0.410
H 2.135 -2.494 -2.603 0.09 -0.52 0.54 0.357
H -1.180 -1.072 2.041 0.43 -0.48 -0.43 0.321
H -1.851 -0.356 0.459 0.63 -0.06 1.17 0.287
H -2.483 -0.106 2.019 -2.01 0.98 1.10 0.474
H -0.877 3.073 1.238 -0.68 -1.03 -0.10 0.335
H -1.739 1.795 0.185 -1.65 0.41 -1.26 0.365
H -0.085 2.020 0.263 3.39 0.03 -2.93 0.382
H -0.041 -1.325 -2.553 1.32 0.17 1.91 0.263
H 1.740 -0.281 0.973 0.11 -0.27 -0.07 0.083
```
Positions in Å, forces in eV/Å.

(8)
# C6H10N3

A gas-phase ion, C6H10N3 (charge +1) (wB97M-V/def2-TZVPD, OMol25).

Frontier orbital gap = 8.5 eV
HOMO = -12.601 eV
Charge = +1
Structure (SMILES) = Cn1cccc/c1=[NH+]/N
F_max = 0.06970 hartree/bohr
LUMO = -4.10 eV
Energy = -398.5846 Eh

Structure (XYZ):
```
19
Properties=species:S:1:pos:R:3:forces:R:3:mulliken_charge:R:1
C 0.977 1.654 0.227 -0.17 0.16 0.56 -0.850
N -0.085 0.721 -0.140 -0.04 -3.58 -0.18 0.089
C -1.373 1.182 -0.265 0.55 -1.51 0.67 -0.074
C -2.431 0.326 -0.212 -2.28 -0.29 -0.32 -0.470
C -2.296 -1.104 -0.003 0.11 1.58 0.17 -0.305
C -1.019 -1.585 0.025 2.01 0.39 1.37 -0.665
C 0.105 -0.698 -0.022 0.77 1.43 0.06 0.723
N 1.387 -1.235 0.137 -0.54 0.01 0.30 -0.059
N 2.473 -0.472 -0.342 -0.81 -0.68 3.16 -0.513
H 1.466 1.177 1.073 0.35 0.55 -0.09 0.377
H 1.664 1.902 -0.578 -0.04 -0.26 0.07 0.244
H 0.477 2.557 0.549 0.00 0.22 0.14 0.385
H -1.405 2.240 -0.172 -0.55 0.67 -0.43 0.357
H -3.496 0.735 -0.277 1.82 -0.46 0.14 0.311
H -3.212 -1.665 0.251 0.82 0.08 -0.43 0.393
H -0.559 -2.494 0.455 -1.56 -0.37 -0.76 0.340
H 1.608 -2.236 0.459 -1.12 2.10 -1.01 0.263
H 2.371 -0.332 -1.278 0.68 0.01 -3.04 0.238
H 3.348 -0.672 0.111 0.00 -0.05 -0.39 0.215
```
Positions in Å, forces in eV/Å.

- Which value of HOMO does entry 3 give?
  -9.684 eV

What did the fifth record say?
# C6H10N2OS

C6H10N2OS in the gas phase (wB97M-V/def2-TZVPD, OMol25).

Frontier orbital gap = 8.8 eV
HOMO = -8.204 eV
Charge = 0
Structure (SMILES) = CCCC(=C=NN)SC=O
F_max = 0.09581 hartree/bohr
LUMO = 0.56 eV
Energy = -817.4127 Eh

Structure (XYZ):
```
20
Properties=species:S:1:pos:R:3:forces:R:3:mulliken_charge:R:1
C -1.720 1.206 0.535 0.92 0.94 -0.83 -0.761
C -1.646 -0.286 0.694 -1.73 -1.62 2.39 -0.458
C -0.717 -1.099 -0.243 0.20 1.68 0.32 -0.961
C 0.670 -0.542 -0.277 4.01 2.68 -1.04 0.228
C 1.244 0.601 -0.833 -0.68 -1.46 1.35 0.154
N 1.935 1.515 -1.324 -2.20 -2.88 0.35 -0.148
N 2.083 2.800 -0.943 3.22 1.57 -1.20 -0.477
S 1.845 -1.808 0.398 -0.30 0.16 0.39 -0.168
C 3.507 -1.447 0.981 0.75 0.80 -1.35 0.131
O 4.251 -0.496 0.855 -1.42 -1.05 0.54 -0.450
H -1.825 1.822 1.413 -0.29 -0.44 0.86 0.311
H -2.608 1.376 -0.042 -0.12 0.79 -0.78 0.254
H -0.808 1.684 0.108 -0.69 -0.56 -0.36 0.095
H -1.569 -0.504 1.806 1.00 -0.13 -1.25 0.266
H -2.709 -0.663 0.600 1.04 0.16 -0.49 0.352
H -0.600 -2.140 0.003 -0.47 -0.42 0.36 0.549
H -1.080 -1.050 -1.250 -0.56 -0.01 -0.65 0.291
H 2.989 3.064 -1.529 -2.59 0.05 2.23 0.297
H 2.147 3.049 0.071 0.08 -0.78 -1.04 0.253
H 3.856 -2.464 1.304 -0.17 0.53 0.18 0.244
```
Positions in Å, forces in eV/Å.

Please write out number 5 again, unchanged.
# C6H10N2OS

C6H10N2OS in the gas phase (wB97M-V/def2-TZVPD, OMol25).

Frontier orbital gap = 8.8 eV
HOMO = -8.204 eV
Charge = 0
Structure (SMILES) = CCCC(=C=NN)SC=O
F_max = 0.09581 hartree/bohr
LUMO = 0.56 eV
Energy = -817.4127 Eh

Structure (XYZ):
```
20
Properties=species:S:1:pos:R:3:forces:R:3:mulliken_charge:R:1
C -1.720 1.206 0.535 0.92 0.94 -0.83 -0.761
C -1.646 -0.286 0.694 -1.73 -1.62 2.39 -0.458
C -0.717 -1.099 -0.243 0.20 1.68 0.32 -0.961
C 0.670 -0.542 -0.277 4.01 2.68 -1.04 0.228
C 1.244 0.601 -0.833 -0.68 -1.46 1.35 0.154
N 1.935 1.515 -1.324 -2.20 -2.88 0.35 -0.148
N 2.083 2.800 -0.943 3.22 1.57 -1.20 -0.477
S 1.845 -1.808 0.398 -0.30 0.16 0.39 -0.168
C 3.507 -1.447 0.981 0.75 0.80 -1.35 0.131
O 4.251 -0.496 0.855 -1.42 -1.05 0.54 -0.450
H -1.825 1.822 1.413 -0.29 -0.44 0.86 0.311
H -2.608 1.376 -0.042 -0.12 0.79 -0.78 0.254
H -0.808 1.684 0.108 -0.69 -0.56 -0.36 0.095
H -1.569 -0.504 1.806 1.00 -0.13 -1.25 0.266
H -2.709 -0.663 0.600 1.04 0.16 -0.49 0.352
H -0.600 -2.140 0.003 -0.47 -0.42 0.36 0.549
H -1.080 -1.050 -1.250 -0.56 -0.01 -0.65 0.291
H 2.989 3.064 -1.529 -2.59 0.05 2.23 0.297
H 2.147 3.049 0.071 0.08 -0.78 -1.04 0.253
H 3.856 -2.464 1.304 -0.17 0.53 0.18 0.244
```
Positions in Å, forces in eV/Å.

- The lowest LUMO belongs to which entry?
  C6H10N2OP